Record 1
Density functional theory data (the ωB97M-V functional and the def2-TZVPD basis) for a cluster of 3 separate species, C4H11IN2OS in total at a distorted geometry.

Properties
E_LUMO in Ha: -0.0281
ΔE to the lowest compared entry with this formula, charge and spin in eV: 0.2315
HOMO-LUMO gap in eV: 8.8
Calculated total energy in hartree: -1039.53152

Geometry as ORCA input:
```
! wB97M-V def2-TZVPD RIJCOSX def2/J DEFGRID3
* xyz 0 1
C -0.18462 1.93196 -1.85306
C -2.11051 -0.23319 -0.76796
C 0.06336 1.08469 -0.51894
C -0.59164 -0.27346 -0.55550
N 1.83572 -1.27937 1.69474
N -0.09443 -1.44127 -0.40892
O 2.94059 -3.16647 2.65540
S 2.26618 -2.76156 1.43623
I 0.70831 1.12858 3.59158
H -1.20699 2.17052 -1.88848
H 0.55264 2.76764 -1.71193
H 0.14344 1.50663 -2.78787
H -2.42495 -1.36303 -0.74515
H -2.61319 0.41960 -0.04588
H -2.26513 0.38733 -1.71728
H 1.11770 0.82086 -0.32055
H -0.23274 1.64696 0.26156
H 1.27134 -0.18071 3.19947
H 1.41618 -0.87003 0.88004
H -0.59128 -2.29568 -0.39750
*
```

Here are the Löwdin charges for atoms 1 to 5, given in e: C -0.0583; C -0.0466; C -0.1816; C -0.4141; N -0.3254

=====

Record 2
Density functional theory data (the ωB97M-V functional and the def2-TZVPD basis) for a structure of composition C28H21IrN3O5S.

Properties
E_LUMO (spin up / spin down) in Ha: -0.2407 / -0.3416
ΔE to the lowest compared entry with this formula, charge and spin in eV: 0.0000
HOMO-LUMO gap (spin up / spin down) in eV: 8.3 / 5.4
⟨S²⟩: 0.78
Calculated total energy in hartree: -2122.02188

Geometry as ORCA input:
```
! wB97M-V def2-TZVPD RIJCOSX def2/J DEFGRID3
* xyz 2 2
Ir -2.59806 0.35249 1.52557
C -3.87815 1.47622 3.03255
C -4.71366 0.77790 2.09911
C -4.55544 -0.59804 1.91449
C -3.55294 -1.30714 2.64781
C -2.73204 -0.61631 3.53701
C -2.88658 0.79478 3.73412
H -3.97858 2.54862 3.13360
H -5.42517 1.32232 1.49423
H -5.12577 -1.13066 1.16467
H -3.38213 -2.35770 2.45460
H -1.92093 -1.12976 4.02927
H -2.20342 1.32299 4.37940
O -2.46380 1.76403 -0.04122
C -2.43966 0.83200 -0.91166
N -2.55001 -0.36259 -0.35879
S -2.37307 -1.63775 -1.42875
O -3.56186 -2.42199 -1.38746
O -1.10162 -2.25601 -1.21575
C -2.32994 -0.50602 -2.80378
C -2.27836 -0.83284 -4.13975
C -2.24330 0.22456 -5.04796
C -2.25917 1.54856 -4.62334
C -2.31392 1.86613 -3.26985
C -2.34906 0.82032 -2.36969
H -2.27335 -1.86142 -4.47471
H -2.20941 0.00650 -6.10694
H -2.23706 2.34211 -5.35746
H -2.33567 2.89292 -2.93075
O -0.17759 0.44517 3.81670
C 0.24012 0.39887 2.68382
N 1.56230 0.38135 2.34860
C 1.76575 0.18868 0.94610
C 0.32181 0.36776 0.42768
O 0.05497 0.46508 -0.74625
N -0.53169 0.37808 1.50414
C 2.41868 -1.13039 0.55001
C 1.99637 -1.86552 -0.58178
C 2.61092 -3.05713 -0.88256
C 3.67841 -3.51586 -0.10447
C 4.12518 -2.78218 0.99940
C 3.51345 -1.59636 1.31839
C 2.81897 1.04857 0.29141
C 2.89192 1.14473 -1.12484
C 3.89007 1.88854 -1.71166
C 4.84276 2.52172 -0.91847
C 4.79141 2.41990 0.48350
C 3.80691 1.68000 1.08199
H 2.24232 0.24351 3.07573
H 1.16010 -1.51906 -1.17096
H 2.26314 -3.64479 -1.72096
H 4.16593 -4.44797 -0.35851
H 4.94908 -3.14839 1.59604
H 3.86745 -1.02754 2.16859
H 2.14544 0.65235 -1.72824
H 3.93611 1.97621 -2.78818
H 5.63251 3.09879 -1.38144
H 5.52700 2.93413 1.08675
H 3.76237 1.62752 2.16085
*
```

Here are the Löwdin charges for atoms 1 to 5, given in e: Ir 1.5582; C -0.0757; C -0.1010; C -0.1103; C -0.0987

=====

Record 3
Density functional theory data (the ωB97M-V functional and the def2-TZVPD basis) for a cluster of 10 separate species, C50H120Cl2O29P2 in total at a distorted geometry.

Properties
E_LUMO in Ha: 0.0131
HOMO-LUMO gap in eV: 9.8
Calculated total energy in hartree: -5761.66838

Geometry as ORCA input:
```
! wB97M-V def2-TZVPD RIJCOSX def2/J DEFGRID3
* xyz 0 1
C 9.70383 9.19278 16.57619
O 8.53116 8.35688 16.56152
P 7.90899 7.98327 17.97817
O 6.86703 6.93634 17.79153
O 9.15448 7.65395 18.99254
C 9.79084 6.38370 18.85322
O 7.28020 9.42220 18.53198
C 6.36304 9.37502 19.62366
H 9.86898 9.85040 17.42964
H 9.61999 9.99923 15.84770
H 10.59914 8.59447 16.40728
H 10.83072 6.47193 19.16780
H 9.73023 6.07682 17.80907
H 9.29862 5.69926 19.54413
H 6.64938 10.00035 20.46928
H 6.37305 8.42270 20.15385
H 5.35944 9.68615 19.33373
C 12.02114 17.89575 7.49109
O 10.75246 17.25855 7.42717
P 9.78301 17.14318 8.76727
O 10.09256 15.89752 9.48538
O 8.31859 17.27726 8.12078
C 7.98522 18.48329 7.34860
O 9.96265 18.53655 9.63907
C 8.89691 18.80170 10.52389
H 12.85300 17.21106 7.65637
H 11.99925 18.70916 8.21634
H 12.18351 18.50480 6.60183
H 7.22770 19.07432 7.86332
H 7.68481 18.24821 6.32752
H 8.84318 19.14360 7.22211
H 7.96032 18.33773 10.21464
H 8.66091 19.85209 10.69441
H 9.18790 18.25896 11.42326
C 12.34518 24.31809 4.27278
O 13.58695 24.52668 3.58197
C 14.44171 23.36635 3.70043
C 15.87217 23.79958 3.24725
O 16.70948 23.03209 4.08585
C 18.14343 23.28707 3.90039
C 18.99974 22.45668 4.89895
O 18.76622 22.83913 6.24180
C 17.88973 21.98393 6.96462
H 11.93376 23.35286 3.97755
H 11.64243 25.09021 3.95960
H 12.53523 24.31085 5.34606
H 14.03479 22.57445 3.07163
H 14.38151 23.02420 4.73359
H 15.96641 24.87437 3.40238
H 16.02006 23.64464 2.17851
H 18.34131 24.35813 3.94246
H 18.45355 22.99661 2.89662
H 20.04996 22.48436 4.60849
H 18.89674 21.38615 4.72162
H 18.07459 22.26145 8.00236
H 18.07507 20.91429 6.86656
H 16.83994 22.19827 6.76435
C 11.11619 23.77362 16.95942
O 12.43329 23.90020 17.52436
C 12.46942 24.26037 18.96332
C 12.10594 23.13170 19.95561
O 12.81023 21.91814 19.65309
C 12.60326 20.88213 20.62278
C 11.31141 20.06181 20.52994
O 11.35576 19.41760 19.25821
C 10.29451 18.57473 18.81907
H 10.42216 24.59396 17.14239
H 10.70559 22.87611 17.42199
H 11.11970 23.55691 15.89118
H 11.86383 25.15183 19.12659
H 13.51191 24.55928 19.07279
H 11.04875 22.87950 19.87285
H 12.33117 23.43210 20.97891
H 12.70145 21.32178 21.61534
H 13.45120 20.20311 20.53320
H 10.43874 20.70512 20.64266
H 11.23155 19.31206 21.31708
H 9.91652 17.87744 19.56674
H 10.62534 18.03554 17.93142
H 9.37220 19.06246 18.50354
C 21.72184 7.20163 -4.70638
O 21.95136 7.47584 -5.99582
C 23.29723 7.46035 -6.31558
C 23.35493 7.83674 -7.77832
O 23.14514 9.21535 -7.99820
C 23.21923 9.53792 -9.38841
C 22.86296 11.05015 -9.56018
O 22.78669 11.43588 -10.91786
C 22.59157 12.80693 -11.11272
H 21.95340 6.14881 -4.54496
H 20.63725 7.23026 -4.60174
H 22.24619 7.83551 -3.99129
H 23.72477 6.48673 -6.07603
H 23.82110 8.25334 -5.78189
H 22.68352 7.19485 -8.34867
H 24.30284 7.43426 -8.13552
H 22.48441 8.94549 -9.93353
H 24.21040 9.33199 -9.79247
H 23.57128 11.66638 -9.00643
H 21.91815 11.20753 -9.03992
H 23.34898 13.43524 -10.64406
H 21.58818 13.08086 -10.78672
H 22.66111 13.00065 -12.18311
C 22.14696 13.15655 16.40385
O 21.68716 11.85067 16.26476
C 22.74151 10.96393 16.54201
C 22.27812 9.51415 16.41054
O 21.96336 9.23314 15.05068
C 21.35621 7.95709 14.86097
C 20.86583 7.94981 13.42930
O 20.39074 6.71584 13.14672
C 20.17639 6.29178 11.84101
H 21.31004 13.74484 16.02759
H 23.04747 13.38217 15.83263
H 22.17070 13.42619 17.45970
H 23.28484 11.16899 17.46442
H 23.42532 11.10789 15.70548
H 21.37692 9.44972 17.02028
H 23.07571 8.87515 16.78950
H 20.47168 7.89325 15.49472
H 21.95178 7.06148 15.03785
H 21.66584 8.19246 12.72988
H 20.01360 8.62931 13.41994
H 20.72681 5.37582 11.62617
H 20.49677 6.92468 11.01342
H 19.14765 5.94771 11.73420
C 27.65530 3.28829 -1.66626
O 28.00714 2.92387 -3.02414
C 29.37474 3.30257 -3.41687
C 29.49898 4.78294 -3.83774
O 29.26992 5.68069 -2.72406
C 29.50374 7.09419 -2.90582
C 29.39558 7.85338 -1.61506
O 27.98117 7.86585 -1.29520
C 27.77995 8.53260 -0.06872
H 27.58712 4.37536 -1.62492
H 28.30124 2.94978 -0.85616
H 26.66044 2.92299 -1.41146
H 29.65108 2.68508 -4.27152
H 30.07246 3.05344 -2.61735
H 28.70142 5.03265 -4.53748
H 30.46274 4.95447 -4.31716
H 28.78330 7.45618 -3.63932
H 30.55279 7.22178 -3.17284
H 29.76960 8.87098 -1.72770
H 30.03021 7.37281 -0.87047
H 28.53264 9.30990 0.06309
H 27.95027 7.87869 0.78656
H 26.86086 9.11311 0.01104
C 26.77094 13.22504 7.49095
O 26.41813 14.42895 6.90958
C 26.84690 15.66944 7.56519
C 26.58284 16.83985 6.66272
O 27.61484 16.89927 5.65537
C 27.30242 17.83536 4.59994
C 26.31873 17.21197 3.56053
O 25.03682 16.79069 4.09773
C 24.11388 16.33082 3.03046
H 27.85458 13.11213 7.52363
H 26.36493 12.33954 7.00193
H 26.40947 13.27717 8.51795
H 27.88130 15.59118 7.89986
H 26.24267 15.73114 8.47028
H 26.65030 17.79489 7.18373
H 25.53452 16.84487 6.36423
H 28.23917 18.17286 4.15643
H 26.95637 18.72359 5.12853
H 26.77741 16.31627 3.14168
H 26.16903 17.79787 2.65366
H 23.32991 15.74386 3.50898
H 24.60741 15.64659 2.34027
H 23.73058 17.19704 2.49117
C 19.43493 11.90433 6.51483
O 19.01924 12.26240 7.80445
C 19.61078 13.52295 8.18491
C 19.50177 13.76007 9.74250
O 18.10947 14.00001 10.10956
C 17.94691 13.94133 11.49324
C 16.81355 14.83666 11.93135
O 17.00724 16.22988 11.58642
C 16.07059 17.11143 12.23150
H 20.52249 11.83765 6.48542
H 19.02112 12.58197 5.76806
H 18.91272 10.96057 6.35762
H 19.01050 14.26342 7.65626
H 20.64427 13.51971 7.83851
H 20.13685 14.60332 10.01396
H 19.96994 12.93722 10.28274
H 18.81519 14.32254 12.03070
H 17.81999 12.90935 11.82038
H 16.61345 14.66469 12.98894
H 15.91189 14.58301 11.37387
H 16.32617 17.36755 13.25969
H 15.07027 16.69590 12.35322
H 15.94704 18.04764 11.68712
Cl 14.38663 8.07728 5.98680
C 14.06070 9.42963 7.14256
C 14.62053 9.06274 8.52834
Cl 13.89623 7.49838 9.04420
H 12.97860 9.56053 7.14790
H 14.67300 10.21382 6.69732
H 14.41122 9.84506 9.25791
H 15.69113 8.88666 8.42383
*
```

Here are the Löwdin charges for atoms 1 to 5, given in e: C -0.1076; O -0.1958; P 0.4581; O -0.2465; O -0.2465

=====

Record 4
Density functional theory data (the ωB97M-V functional and the def2-TZVPD basis) for a structure of composition C3H12N6 at a distorted geometry.

Properties
E_LUMO in Ha: -0.2592
ΔE to the lowest compared entry with this formula, charge and spin in eV: 2.9020
HOMO-LUMO gap in eV: 10.2
Calculated total energy in hartree: -449.30329

Geometry as ORCA input:
```
! wB97M-V def2-TZVPD RIJCOSX def2/J DEFGRID3
* xyz 2 1
C 1.43035 -0.69729 -0.65420
C -0.07445 -1.89354 0.71822
C -0.99861 0.20137 -0.12283
N 1.04810 -1.76440 -0.11053
N 0.85910 0.54939 -0.46912
N -0.83041 -0.63209 0.97959
N -1.54624 -0.32146 -1.22086
N 1.24342 1.52634 -1.44491
N -0.43348 0.00242 2.20466
H 2.30816 -0.75734 -1.29301
H -0.76407 -2.62070 0.27350
H 0.23616 -2.32241 1.67545
H -1.29736 1.22040 0.11366
H -2.09451 0.23473 -1.85653
H -1.49225 -1.30901 -1.41742
H 0.65470 1.52102 -2.30120
H 2.22307 1.34879 -1.75559
H 1.21236 2.47567 -1.03367
H -0.69712 -0.62519 2.99272
H -0.93745 0.89817 2.34954
H 0.59383 0.18242 2.26189
*
```

Here are the Löwdin charges for atoms 1 to 5, given in e: C -0.2170; C -0.1627; C -0.2219; N 0.0831; N -0.0739